No. 1
# C32H32NO6S2

A cluster of 2 separate species, C32H32NO6S2 in total at a distorted geometry (ωB97M-V/def2-TZVPD, the Open Molecules 2025 dataset).

ORCA input file:
```
! wB97M-V def2-TZVPD RIJCOSX def2/J DEFGRID3
* xyz -1 1
C -2.341 3.892 2.624
C -2.451 2.690 1.729
O -1.422 1.743 2.170
C -1.346 0.572 1.473
C -0.216 -0.241 1.901
C -0.300 -1.639 2.029
C -1.277 -2.397 1.298
C -1.168 -3.775 1.196
C -0.137 -4.466 1.855
C 0.722 -3.763 2.718
C 0.644 -2.382 2.827
O -2.152 0.322 0.566
H -2.921 4.713 2.203
H -2.750 3.658 3.609
H -1.306 4.214 2.753
H -3.434 2.209 1.822
H -2.278 2.958 0.676
H 0.622 0.302 2.341
H -2.053 -1.834 0.780
H -1.892 -4.326 0.596
H -0.047 -5.551 1.753
H 1.462 -4.313 3.310
H 1.293 -1.824 3.516
C 7.164 -3.843 0.118
N 6.259 -2.858 0.681
C 6.441 -2.625 2.097
C 5.183 -2.337 0.014
C 4.089 -1.763 0.733
C 3.015 -1.199 0.057
C 3.106 -0.941 -1.327
C 2.154 -0.132 -2.056
C 1.719 1.136 -1.833
S 0.637 1.910 -3.034
C -0.583 0.648 -3.415
C -0.616 -0.087 -4.604
C -1.578 -1.095 -4.753
C -2.524 -1.334 -3.744
C -2.480 -0.577 -2.566
C -1.523 0.419 -2.419
O -0.111 2.909 -2.296
O 1.356 2.272 -4.231
S 2.129 2.017 -0.342
C 2.004 3.798 -0.595
C 1.088 4.495 0.196
C 0.883 5.855 -0.022
C 1.642 6.525 -0.989
C 2.616 5.834 -1.723
C 2.815 4.465 -1.515
O 1.010 1.785 0.549
O 3.472 1.687 0.072
C 4.164 -1.553 -2.045
C 5.136 -2.302 -1.413
H 6.897 -4.083 -0.914
H 8.195 -3.464 0.151
H 7.128 -4.760 0.723
H 6.009 -1.662 2.387
H 5.975 -3.421 2.694
H 7.510 -2.614 2.319
H 4.086 -1.771 1.826
H 2.100 -0.976 0.596
H 1.933 -0.512 -3.055
H 0.100 0.122 -5.395
H -1.590 -1.707 -5.657
H -3.288 -2.110 -3.865
H -3.176 -0.747 -1.746
H -1.495 1.002 -1.505
H 0.526 3.966 0.964
H 0.126 6.368 0.572
H 1.477 7.590 -1.162
H 3.224 6.356 -2.463
H 3.580 3.908 -2.056
H 4.200 -1.401 -3.125
H 5.893 -2.820 -2.006
*
```

As for the total energy: -69146.8730 eV. As for the strongest force on any atom: 0.0473 Eh/bohr. For the orbital gap, the calculation gives 4.53 eV.

No. 2
# C6H12

A cluster of 2 separate species, C6H12 in total (ωB97M-V/def2-TZVPD, the Open Molecules 2025 dataset).

ORCA input file:
```
! wB97M-V def2-TZVPD RIJCOSX def2/J DEFGRID3
* xyz 0 1
C 1.348 0.246 -1.304
C 0.818 -0.242 -0.183
C 0.806 -1.720 0.113
C 0.216 0.652 0.862
C -0.717 1.774 0.515
C -1.237 0.568 1.244
H 1.351 1.312 -1.518
H 1.803 -0.409 -2.045
H -0.178 -2.026 0.487
H 1.036 -2.309 -0.780
H 1.538 -1.980 0.887
H 0.880 0.846 1.704
H -0.630 2.715 1.051
H -1.012 1.867 -0.527
H -1.880 -0.105 0.683
H -1.484 0.665 2.298
H -1.692 -1.131 -1.744
H -1.079 -0.712 -1.809
*
```

As for the total energy: -6414.3857 eV. The SMILES is C=C(C)C1CC1.[H][H]. As for the strongest force on any atom: 0.0043 Eh/bohr. For the orbital gap, the calculation gives 10.53 eV. Its energy above the lowest of the compared OMol25 structures with the same formula, charge and spin is 58.9 kcal/mol.

No. 3
# C4H3FO2

The molecule C4H3FO2 at a distorted geometry (ωB97M-V/def2-TZVPD, the Open Molecules 2025 dataset).

ORCA input file:
```
! wB97M-V def2-TZVPD RIJCOSX def2/J DEFGRID3
* xyz 0 1
O 2.031 -0.498 0.008
C 0.676 -0.254 0.043
C -0.381 -1.074 -0.068
O -1.520 -0.368 -0.028
C -1.240 0.928 0.071
C 0.084 1.063 0.045
F 0.781 2.215 -0.063
H 2.159 -1.450 0.056
H -0.497 -2.172 -0.076
H -2.094 1.609 0.011
*
```

As for the total energy: -11007.3459 eV. The SMILES is Oc1cocc1F. As for the strongest force on any atom: 0.0379 Eh/bohr. For the orbital gap, the calculation gives 9.68 eV. Its energy above the lowest of the compared OMol25 structures with the same formula, charge and spin is 8.4 kcal/mol.

No. 4
# C25H47Br2NO11

A cluster of 5 separate species, C25H47Br2NO11 in total at a distorted geometry (ωB97M-V/def2-TZVPD, the Open Molecules 2025 dataset).

ORCA input file:
```
! wB97M-V def2-TZVPD RIJCOSX def2/J DEFGRID3
* xyz 0 1
C 1.259 2.551 1.506
C 0.201 3.007 0.361
C -0.131 1.781 -0.657
N -1.044 0.872 0.094
C -1.656 -0.195 -0.792
O -0.838 -0.281 -1.970
C -1.356 -1.210 -2.936
O -2.764 -1.092 -3.202
C -1.641 -1.549 0.102
O -0.587 -1.417 1.104
C -0.251 -2.720 1.640
C -0.475 -2.635 3.231
O 0.581 -1.946 3.929
O 0.475 -0.586 3.754
C 1.259 -3.091 1.231
C 1.939 -2.053 0.240
O 2.261 -0.884 0.525
O 2.245 -2.524 -1.081
C -3.059 -1.928 0.718
Br -4.042 -3.466 -0.113
C -3.702 -1.318 1.809
C -5.127 -1.841 2.353
Br -2.879 0.207 2.739
H 0.615 2.135 2.364
H 1.911 1.717 1.088
H 1.853 3.471 1.815
H -0.790 3.329 0.854
H 0.613 3.910 -0.215
H 0.894 1.312 -0.882
H -0.600 2.277 -1.576
H -1.825 1.473 0.415
H -2.727 0.172 -0.993
H -1.024 -2.285 -2.682
H -0.820 -0.969 -3.926
H -3.182 -1.968 -3.036
H -1.316 -2.456 -0.534
H -0.933 -3.565 1.272
H -1.520 -2.235 3.478
H -0.459 -3.719 3.609
H 0.999 -0.382 2.940
H 1.267 -4.120 0.728
H 1.918 -3.192 2.160
H 3.223 -2.666 -1.057
H -5.877 -1.976 1.514
H -5.497 -1.023 3.072
H -5.000 -2.790 2.991
C 4.134 2.877 -3.576
C 3.737 2.687 -2.137
C 4.630 1.833 -1.276
O 2.731 3.200 -1.687
H 3.397 3.512 -4.071
H 5.111 3.361 -3.636
H 4.160 1.909 -4.081
H 5.629 2.272 -1.227
H 4.682 0.821 -1.683
H 4.220 1.783 -0.266
C 3.631 -5.497 3.913
C 2.760 -6.158 2.878
C 2.560 -7.646 2.989
O 2.238 -5.514 1.986
H 3.686 -4.426 3.710
H 3.203 -5.643 4.907
H 4.640 -5.913 3.871
H 2.085 -7.887 3.942
H 3.521 -8.157 2.906
H 1.912 -7.985 2.178
C -4.437 4.840 2.331
C -3.063 5.454 2.283
C -2.916 6.866 2.785
O -2.109 4.834 1.855
H -4.393 3.822 1.938
H -4.791 4.802 3.363
H -5.126 5.423 1.716
H -3.203 6.917 3.838
H -3.538 7.538 2.191
H -1.874 7.177 2.691
C 0.594 1.581 -5.127
C 0.489 2.235 -6.479
C -0.762 1.977 -7.277
O 1.379 2.943 -6.909
H 1.546 1.854 -4.667
H -0.218 1.925 -4.483
H 0.558 0.495 -5.236
H -1.634 2.339 -6.729
H -0.860 0.909 -7.481
H -0.700 2.510 -8.228
*
```

As for the total energy: -190777.0710 eV. The SMILES is CCCN[C@@H](OCO)[C@@H](O[C@H](COO)CC(=O)O)/C(Br)=C(/C)Br.CC(C)=O.CC(C)=O.CC(C)=O.CC(C)=O. As for the strongest force on any atom: 0.0795 Eh/bohr. For the orbital gap, the calculation gives 8.45 eV.

No. 5
# C4H13N2

A cluster of 2 separate species, C4H13N2 in total at a distorted geometry (ωB97M-V/def2-TZVPD, the Open Molecules 2025 dataset).

ORCA input file:
```
! wB97M-V def2-TZVPD RIJCOSX def2/J DEFGRID3
* xyz 1 1
C -0.961 -1.486 1.554
N -0.876 -0.262 0.720
C -1.424 -0.477 -0.657
H -0.309 -1.363 2.441
H -1.994 -1.691 1.883
H -0.624 -2.343 0.941
H 0.116 0.014 0.666
H -1.362 0.534 1.108
H -0.798 -1.237 -1.125
H -1.334 0.482 -1.221
H -2.459 -0.809 -0.611
C 1.075 1.874 0.102
C 1.842 0.900 -0.464
N 1.868 0.539 -1.823
H 0.053 2.067 -0.192
H 1.510 2.404 0.961
H 2.526 0.283 0.163
H 1.299 1.039 -2.465
H 1.853 -0.468 -1.981
*
```

As for the total energy: -7331.2174 eV. As for the strongest force on any atom: 0.0450 Eh/bohr. For the orbital gap, the calculation gives 9.26 eV. Its energy above the lowest of the compared OMol25 structures with the same formula, charge and spin is 52.3 kcal/mol.

No. 6
# C3H2ErO2

A structure of composition C3H2ErO2 at a distorted geometry (ωB97M-V/def2-TZVPD, the Open Molecules 2025 dataset).

ORCA input file:
```
! wB97M-V def2-TZVPD RIJCOSX def2/J DEFGRID3
* xyz 1 4
O -1.011 -0.845 -0.994
C -0.387 -1.622 -0.081
C 1.051 -1.679 0.019
O 1.397 -0.321 0.028
C 0.503 -0.700 1.262
Er -0.395 1.259 -0.265
H -0.929 -2.477 0.356
H 1.816 -2.454 0.087
*
```

As for the total energy: -34845.7805 eV. As for the strongest force on any atom: 0.0577 Eh/bohr. For the orbital gap (spin up / spin down), the calculation gives 7.61 / 6.51 eV. Its energy above the lowest of the compared OMol25 structures with the same formula, charge and spin is 30.3 kcal/mol.